Record 1
C23H27BN7O4PdS2 as an isolated structure. Source: the Open Molecules 2025 dataset; level of theory: wB97M-V/def2-TZVPD.

The relative energy (zero: lowest compared OMol25 entry of this formula, charge and spin) is 0.000 eV. For the molar mass, the calculation gives 646.88 g/mol. As for the spin multiplicity: 3. As for the total energy: -68742.10929 eV. As for the charge: -1.

```
65
Properties=species:S:1:pos:R:3:forces:R:3:mulliken_charge:R:1
Pd 0.063 0.309 -0.620 0.09 -0.02 0.32 0.83
C -0.667 -3.255 -1.103 0.12 -0.05 0.05 -1.13
C 0.475 -2.909 -0.201 0.09 0.02 0.05 0.22
C 1.399 -3.762 0.436 -0.15 -0.14 -0.07 -1.39
C 2.232 -2.933 1.156 0.05 0.00 0.03 1.04
C 3.398 -3.285 2.023 -0.04 0.00 -0.04 -1.38
N 1.825 -1.666 0.951 0.01 0.29 -0.09 0.62
N 0.753 -1.654 0.118 -0.01 -0.29 0.02 0.07
B 2.413 -0.361 1.537 -0.01 0.03 0.00 -0.52
N 1.317 0.433 2.276 -0.11 -0.22 -0.28 0.73
N 0.253 0.891 1.564 0.18 0.30 0.18 0.07
C -0.486 1.629 2.385 0.01 -0.21 0.06 0.29
C -1.734 2.315 1.937 0.14 0.02 0.10 -1.01
C 0.103 1.618 3.667 -0.13 0.15 0.02 -1.56
C 1.244 0.851 3.551 -0.02 0.00 0.03 1.04
C 2.262 0.494 4.589 -0.03 0.03 -0.07 -1.22
N 2.972 0.548 0.413 -0.04 -0.50 -0.02 1.06
N 2.415 0.578 -0.831 0.01 0.43 0.27 -0.61
C 3.111 1.474 -1.529 0.07 -0.04 0.02 0.91
C 2.812 1.807 -2.953 0.00 0.08 0.04 -1.45
C 4.135 2.013 -0.733 0.04 0.10 -0.13 -1.38
C 4.005 1.400 0.496 0.00 0.06 0.05 0.96
C 4.770 1.628 1.761 -0.06 0.00 -0.05 -1.35
H -0.333 -3.909 -1.912 -0.02 0.03 0.03 0.33
H -1.104 -2.353 -1.520 -0.02 0.11 -0.02 0.13
H -1.454 -3.771 -0.550 0.02 -0.02 0.02 0.25
H 1.447 -4.840 0.383 -0.01 0.09 0.00 0.43
H 3.534 -4.365 2.017 0.01 -0.02 0.01 0.35
H 3.247 -2.962 3.055 -0.01 0.00 -0.03 0.22
H 4.318 -2.818 1.666 -0.04 -0.01 0.01 0.28
H 3.293 -0.649 2.310 -0.12 0.07 -0.09 -0.14
H -2.128 1.852 1.039 -0.04 -0.08 -0.14 -0.06
H -1.539 3.361 1.697 0.01 -0.01 0.02 0.17
H -2.490 2.274 2.723 -0.01 -0.01 -0.01 0.38
H -0.259 2.107 4.560 0.01 -0.04 -0.09 0.46
H 1.869 0.738 5.575 0.01 0.01 0.01 0.37
H 3.195 1.045 4.448 -0.05 -0.03 -0.01 0.17
H 2.503 -0.570 4.566 -0.03 0.04 0.00 0.20
H 2.116 1.090 -3.381 -0.03 -0.06 0.00 0.23
H 3.734 1.804 -3.539 -0.04 -0.01 0.00 0.48
H 2.369 2.805 -3.027 0.04 -0.07 0.04 0.14
H 4.855 2.768 -1.016 -0.06 -0.09 0.03 0.42
H 5.648 2.239 1.553 0.00 0.01 0.00 0.40
H 5.093 0.691 2.216 0.00 0.04 -0.03 0.27
H 4.153 2.158 2.494 0.04 -0.04 -0.05 0.15
O -3.060 1.441 -1.420 -0.07 -0.44 0.29 -0.52
C -3.031 0.292 -0.973 0.67 0.40 -0.04 -0.33
O -2.061 -0.315 -0.387 -0.27 0.29 -0.22 -0.35
H -3.929 -0.336 -1.088 -0.27 -0.19 0.08 0.37
O -1.099 4.450 -0.481 0.00 0.06 0.12 -0.69
S -0.231 3.983 -1.519 -0.03 -0.20 -0.15 0.98
O 1.114 4.494 -1.561 -0.03 0.05 0.08 -0.67
N -0.202 2.334 -1.614 -0.09 0.21 -0.45 -0.25
C -0.607 1.901 -2.795 0.00 0.13 0.15 0.92
S -0.521 0.269 -3.168 0.08 -0.10 -0.13 -0.47
C -1.094 2.974 -3.710 0.12 -0.18 0.14 0.28
C -1.593 2.862 -4.993 -0.11 0.01 -0.14 -0.71
C -1.969 4.026 -5.655 0.01 -0.09 0.02 -0.56
C -1.839 5.271 -5.043 -0.02 0.03 -0.04 -0.48
C -1.329 5.380 -3.756 -0.02 0.00 0.13 -0.70
C -0.973 4.209 -3.114 0.08 0.18 -0.03 0.05
H -1.691 1.883 -5.447 0.01 0.04 0.00 0.43
H -2.372 3.964 -6.659 0.02 0.01 0.03 0.38
H -2.140 6.166 -5.576 0.01 -0.06 0.02 0.38
H -1.225 6.343 -3.268 0.01 -0.07 -0.04 0.45
```
Forces are in eV/Å.



Record 2
One molecule with the formula C23H27ClN4O6. Source: the Open Molecules 2025 dataset; level of theory: wB97M-V/def2-TZVPD.

The relative energy (zero: lowest compared OMol25 entry of this formula, charge and spin) is 0.053 eV. Its structure (SMILES) is COCCCNC(=O)C(=O)N/N=C/c1ccc(OCC(=O)Nc2cccc(Cl)c2C)c(OC)c1. For the molar mass, the calculation gives 490.94 g/mol. As for the total energy: -55056.83116 eV. As for the charge: 0.

```
61
Properties=species:S:1:pos:R:3:forces:R:3:mulliken_charge:R:1
C -7.191 -2.714 -1.616 0.07 -0.08 -0.07 -0.70
O -7.742 -1.881 -0.633 -0.13 0.24 0.18 -0.32
C -7.040 -1.918 0.587 -0.03 -0.04 0.26 -0.41
C -7.590 -0.818 1.490 0.24 -0.07 -0.48 -0.74
C -7.212 0.568 0.964 -0.34 -0.09 -0.09 -0.71
N -5.798 0.814 1.099 0.19 -0.05 0.38 -0.11
C -4.952 1.007 0.086 -0.11 0.05 0.09 0.54
O -5.231 1.085 -1.098 -0.05 -0.03 -0.16 -0.72
C -3.503 1.141 0.579 0.36 -0.02 0.32 0.46
O -3.202 1.020 1.748 -0.01 0.03 -0.16 -0.65
N -2.676 1.394 -0.459 -0.74 0.08 -1.16 0.05
N -1.353 1.559 -0.337 0.78 0.04 0.50 -0.49
C -0.659 1.818 -1.373 -1.03 -0.12 -0.10 -0.28
C 0.770 2.004 -1.285 0.89 0.10 0.05 0.18
C 1.521 2.305 -2.419 -0.31 -0.10 0.30 -0.92
C 2.884 2.474 -2.309 0.30 0.01 0.32 -0.67
C 3.540 2.352 -1.086 -0.30 0.05 -0.20 0.04
O 4.899 2.498 -1.165 -0.18 -0.10 -0.17 -0.51
C 5.723 2.453 -0.022 0.42 0.13 0.52 -0.58
C 5.771 1.097 0.697 0.03 0.38 -0.43 0.54
O 6.217 0.998 1.816 0.11 0.06 0.23 -0.67
N 5.306 0.083 -0.077 -0.13 -0.09 -0.62 -0.02
C 5.033 -1.239 0.279 -0.02 -0.41 0.30 0.44
C 5.536 -1.789 1.453 0.10 0.14 0.11 -0.74
C 5.249 -3.101 1.779 -0.13 -0.05 -0.18 -0.62
C 4.469 -3.874 0.940 -0.01 -0.06 0.04 -0.65
C 3.970 -3.316 -0.227 0.20 0.13 0.23 0.54
Cl 2.993 -4.331 -1.240 -0.12 -0.18 -0.09 -0.27
C 4.227 -1.998 -0.587 -0.05 -0.01 -0.05 0.42
C 3.665 -1.393 -1.841 -0.03 -0.09 0.08 -1.32
C 2.785 2.055 0.069 0.12 0.01 0.08 1.17
O 3.453 1.944 1.255 -0.11 0.29 -0.59 -0.36
C 2.772 1.438 2.380 -0.09 -0.13 0.29 -1.09
C 1.418 1.883 -0.054 0.01 0.02 -0.13 -0.49
H -6.163 -2.415 -1.858 -0.03 -0.01 -0.01 0.28
H -7.186 -3.764 -1.295 0.00 0.02 -0.03 0.30
H -7.816 -2.608 -2.500 0.06 -0.07 -0.04 0.24
H -5.964 -1.762 0.412 -0.07 -0.05 0.01 0.28
H -7.164 -2.904 1.065 0.05 0.11 -0.06 0.41
H -7.205 -0.952 2.502 -0.05 -0.02 0.07 0.38
H -8.676 -0.902 1.511 -0.05 -0.03 0.10 0.36
H -7.452 0.634 -0.099 -0.04 0.08 0.13 0.36
H -7.765 1.338 1.511 0.03 -0.03 -0.13 0.30
H -5.374 0.757 2.019 0.08 0.05 -0.18 0.24
H -3.134 1.463 -1.377 0.13 -0.05 0.42 0.34
H -1.118 1.911 -2.365 -0.03 -0.01 0.06 0.35
H 1.042 2.405 -3.381 -0.07 0.01 -0.12 0.37
H 3.488 2.700 -3.174 0.09 0.02 -0.09 0.46
H 5.449 3.215 0.713 0.05 -0.19 -0.08 0.32
H 6.728 2.678 -0.395 -0.13 -0.05 0.09 0.41
H 5.005 0.346 -1.006 0.07 0.08 0.20 0.13
H 6.141 -1.179 2.101 0.04 0.01 0.00 0.53
H 5.639 -3.524 2.691 0.04 -0.04 0.09 0.39
H 4.244 -4.900 1.181 -0.04 -0.09 -0.01 0.43
H 3.055 -0.518 -1.613 -0.02 0.10 -0.03 0.12
H 4.463 -1.096 -2.524 0.03 0.08 -0.10 0.37
H 3.039 -2.114 -2.357 0.02 0.10 -0.06 0.46
H 3.541 1.318 3.141 -0.09 -0.02 0.00 0.28
H 2.008 2.136 2.734 0.01 -0.03 -0.03 0.35
H 2.314 0.468 2.166 0.00 0.03 -0.01 0.41
H 0.808 1.653 0.803 0.00 -0.04 0.18 0.80
```
Forces are in eV/Å.



Record 3
C23H27CoIN6O12S2 as an isolated structure. Source: the Open Molecules 2025 dataset; level of theory: wB97M-V/def2-TZVPD.

The relative energy (zero: lowest compared OMol25 entry of this formula, charge and spin) is 0.036 eV. For the molar mass, the calculation gives 829.47 g/mol. As for the spin multiplicity: 5. As for the total energy: -125191.30117 eV. As for the charge: +1.

```
72
Properties=species:S:1:pos:R:3:forces:R:3:mulliken_charge:R:1
Co 1.710 -0.760 -0.079 -0.12 -0.19 0.21 1.37
O 3.041 -0.799 -4.232 -0.02 0.03 -0.06 -0.45
C 2.467 -0.779 -3.046 -0.07 0.00 0.07 0.12
O 2.985 -0.324 -2.042 0.11 -0.04 -0.07 -0.48
C 1.099 -1.367 -3.003 0.03 -0.02 0.01 0.33
C 0.354 -1.795 -4.082 0.03 -0.02 0.00 -0.72
C -0.921 -2.298 -3.823 0.00 0.01 0.00 -0.55
C -1.388 -2.360 -2.522 -0.04 0.03 0.00 -0.71
C -0.558 -1.923 -1.499 0.04 0.06 0.03 0.69
N 0.645 -1.435 -1.755 -0.03 0.18 -0.01 0.49
C -0.901 -1.934 -0.013 -0.02 -0.01 0.00 0.07
O -2.062 -1.974 0.333 0.01 -0.01 0.00 -0.67
O 0.155 -1.881 0.737 0.08 0.02 0.08 -0.70
H 3.924 -0.401 -4.172 0.01 0.01 0.02 0.40
H 0.753 -1.735 -5.084 -0.02 -0.01 -0.01 0.61
H -1.545 -2.631 -4.641 0.00 0.00 0.00 0.50
H -2.375 -2.723 -2.277 -0.02 0.01 -0.01 0.56
C -6.547 1.715 -3.505 0.04 -0.03 0.04 -1.06
C -5.742 0.695 -2.710 -0.03 0.11 0.01 -0.69
S -4.054 1.228 -2.410 0.13 0.13 -0.12 1.18
O -3.160 0.128 -2.707 0.04 -0.07 0.06 -0.57
O -3.814 2.489 -3.073 -0.06 -0.10 0.09 -0.71
C -3.979 1.534 -0.640 0.01 -0.01 -0.09 -0.66
C -2.827 2.482 -0.299 0.01 -0.08 -0.06 -1.70
N -1.656 1.782 0.232 0.00 0.09 0.10 0.34
C -0.531 1.477 -0.442 0.02 -0.01 -0.03 0.84
N 0.362 0.895 0.357 -0.15 -0.03 -0.15 0.43
C -0.207 0.829 1.602 0.11 0.02 -0.04 -0.64
C -1.442 1.371 1.536 -0.09 -0.06 -0.01 -0.51
N -2.406 1.448 2.596 0.07 0.19 0.02 1.10
O -2.021 1.127 3.696 -0.03 -0.05 -0.02 -0.62
O -3.526 1.843 2.316 -0.02 -0.10 0.01 -0.64
C -0.312 1.780 -1.881 -0.04 -0.01 0.01 -1.80
H -7.591 1.406 -3.526 0.00 -0.02 -0.02 0.39
H -6.184 1.789 -4.527 0.01 0.02 0.01 0.32
H -6.488 2.704 -3.056 -0.02 0.00 0.01 0.31
H -5.641 -0.259 -3.225 -0.01 -0.02 0.00 0.41
H -6.182 0.511 -1.730 0.01 -0.08 0.01 0.41
H -3.867 0.563 -0.156 -0.07 0.01 0.05 0.52
H -4.929 1.979 -0.349 -0.01 0.02 0.01 0.67
H -3.152 3.194 0.449 0.01 0.02 -0.04 0.42
H -2.515 3.030 -1.186 0.02 0.02 0.00 0.72
H 0.276 0.388 2.457 -0.02 -0.05 -0.01 0.75
H -0.356 2.854 -2.067 0.01 0.00 0.00 0.64
H -1.066 1.300 -2.507 0.01 -0.03 0.00 0.16
H 0.675 1.422 -2.163 0.02 0.03 0.01 0.18
N 1.898 -3.955 1.242 -0.12 -0.01 -0.01 -0.10
C 2.973 -3.490 0.631 0.09 0.07 0.01 0.47
O 3.088 -2.303 0.259 -0.01 -0.04 -0.13 -0.78
C 4.130 -4.425 0.406 0.01 -0.03 0.01 -1.32
I 3.627 -5.909 -1.042 -0.01 0.02 -0.01 0.11
H 1.068 -3.357 1.289 0.05 0.03 0.03 0.32
H 1.822 -4.933 1.467 0.03 0.00 -0.02 0.23
H 4.408 -4.952 1.314 -0.01 -0.01 0.00 0.50
H 4.971 -3.869 0.011 0.01 0.02 0.04 0.42
N 3.323 0.496 0.690 0.00 -0.09 -0.10 -0.45
C 3.269 0.839 2.074 -0.08 -0.02 -0.06 0.38
C 2.724 2.057 2.464 0.00 0.05 0.01 -0.40
C 2.588 2.349 3.809 0.06 -0.08 0.01 -0.77
C 3.003 1.415 4.750 0.00 0.04 -0.07 0.32
C 3.553 0.200 4.369 -0.01 0.07 -0.05 -0.82
C 3.686 -0.086 3.021 -0.02 -0.07 0.02 -0.49
S 2.854 1.806 6.454 -0.42 -0.32 0.51 1.35
O 1.643 2.575 6.641 0.16 0.12 -0.17 -0.49
O 2.896 0.574 7.210 0.16 0.09 -0.22 -0.52
O 4.003 2.644 6.838 0.09 0.10 -0.02 -0.40
H 3.332 1.313 0.090 0.06 0.03 0.03 0.36
H 4.124 -0.087 0.466 0.05 0.05 0.02 0.38
H 2.397 2.768 1.715 0.00 0.00 0.01 0.33
H 2.157 3.287 4.130 -0.01 0.01 -0.01 0.44
H 3.863 -0.512 5.121 0.00 -0.01 0.01 0.49
H 4.101 -1.033 2.699 0.00 0.00 0.02 0.38
```
Forces are in eV/Å.



Record 4
One molecule with the formula C23H27FN4O5. Source: the Open Molecules 2025 dataset; level of theory: wB97M-V/def2-TZVPD.

The relative energy (zero: lowest compared OMol25 entry of this formula, charge and spin) is 0.373 eV. Its structure (SMILES) is O=C(NCCO)C(=O)NC[C@H](c1ccc2c(c1)OCO2)N1CCN(c2ccc(F)cc2)CC1. For the molar mass, the calculation gives 458.49 g/mol. As for the total energy: -43204.86553 eV. As for the charge: 0.

```
60
Properties=species:S:1:pos:R:3:forces:R:3:mulliken_charge:R:1
O 3.249 -0.981 1.399 0.09 0.01 -0.03 -0.71
C 2.244 -1.653 1.567 0.10 -0.13 -0.13 0.48
N 2.104 -2.948 1.290 -0.32 -0.36 0.14 -0.04
C 3.107 -3.772 0.660 0.11 -0.14 0.00 -0.48
C 2.755 -5.244 0.877 0.54 0.28 0.07 -0.72
O 1.469 -5.545 0.401 -0.49 -0.05 -0.27 -0.49
C 0.946 -1.032 2.088 -0.01 0.30 0.17 0.50
O -0.064 -1.690 2.275 -0.13 -0.06 0.03 -0.69
N 1.060 0.291 2.270 0.42 0.14 -0.06 -0.04
C -0.101 1.131 2.416 -0.49 -0.29 -0.08 -1.17
C -0.759 1.344 1.026 0.10 -0.15 0.24 2.45
C 0.003 2.428 0.306 -0.01 0.02 -0.02 -1.11
C -0.047 3.739 0.760 0.03 -0.15 -0.02 -0.51
C 0.667 4.761 0.142 0.21 0.10 -0.23 -1.52
C 1.439 4.417 -0.942 -0.06 -0.64 -0.13 0.95
C 1.500 3.101 -1.401 -0.09 0.60 0.29 0.69
C 0.793 2.090 -0.796 0.19 0.14 -0.16 -0.69
O 2.330 3.037 -2.487 -0.24 -0.37 0.19 -0.52
C 2.809 4.349 -2.686 0.83 0.35 -0.89 -0.29
O 2.233 5.209 -1.726 -0.28 0.15 0.37 -0.50
N -2.184 1.647 1.176 0.26 0.17 -0.03 0.12
C -2.975 0.477 1.569 -0.25 -0.03 0.13 -0.54
C -3.695 -0.161 0.363 0.11 0.01 0.12 -1.21
N -2.879 -0.055 -0.826 -0.26 0.17 0.11 0.09
C -1.921 -0.996 -1.132 0.17 -0.40 -0.21 0.75
C -1.165 -0.884 -2.309 -0.08 0.10 0.14 -0.25
C -0.197 -1.813 -2.636 0.22 -0.30 0.12 -0.92
C 0.009 -2.892 -1.799 -0.16 0.09 0.13 0.34
F 0.972 -3.810 -2.107 0.00 -0.03 -0.03 -0.44
C -0.743 -3.064 -0.654 0.22 -0.06 -0.35 -0.63
C -1.692 -2.119 -0.322 -0.14 0.22 -0.09 -0.22
C -2.737 1.332 -1.233 -0.09 0.22 -0.05 -0.76
C -2.789 2.257 0.005 -0.07 0.03 -0.12 -1.02
H 1.190 -3.360 1.447 0.08 0.21 -0.01 0.32
H 4.084 -3.532 1.086 -0.03 -0.06 -0.08 0.43
H 3.139 -3.557 -0.416 0.08 -0.03 0.09 0.24
H 3.514 -5.874 0.394 -0.04 0.09 0.11 0.39
H 2.736 -5.474 1.945 0.09 0.02 -0.07 0.31
H 1.429 -5.333 -0.541 -0.02 -0.01 0.05 0.30
H 1.943 0.695 1.983 -0.04 -0.12 0.03 0.33
H 0.188 2.083 2.858 -0.06 -0.05 0.00 0.31
H -0.797 0.622 3.085 0.04 0.10 -0.01 0.52
H -0.614 0.400 0.475 0.02 0.13 0.05 -0.86
H -0.671 3.970 1.609 -0.09 0.04 0.13 0.51
H 0.622 5.777 0.494 -0.01 0.15 0.05 0.44
H 0.855 1.076 -1.159 -0.04 -0.19 -0.04 0.61
H 2.538 4.692 -3.697 -0.02 -0.09 0.26 0.25
H 3.906 4.362 -2.581 -0.27 -0.03 0.06 0.25
H -3.713 0.799 2.312 -0.03 -0.18 0.02 0.42
H -2.322 -0.264 2.029 0.02 0.01 0.05 0.32
H -3.945 -1.202 0.563 -0.08 0.05 0.01 0.47
H -4.632 0.365 0.154 0.02 -0.10 0.07 0.38
H -1.340 -0.068 -2.992 -0.04 0.07 -0.05 0.54
H 0.388 -1.707 -3.536 0.06 -0.01 -0.10 0.47
H -0.585 -3.924 -0.023 0.06 -0.09 0.08 0.63
H -2.230 -2.262 0.598 -0.06 0.05 0.11 -0.01
H -1.779 1.477 -1.733 -0.06 -0.04 -0.01 0.35
H -3.540 1.601 -1.933 0.12 0.11 -0.04 0.32
H -3.821 2.494 0.272 0.00 0.06 -0.08 0.47
H -2.281 3.194 -0.224 -0.16 -0.02 -0.05 0.36
```
Forces are in eV/Å.